Record 1
{"formula": "C4H4Cl2O4", "method": "wB97M-V/def2-TZVPD", "species": ["O", "C", "Cl", "O", "C", "C", "O", "C", "O", "Cl", "H", "H", "H", "H"], "positions_angstrom": [[-2.18714, 1.47109, 1.04379], [-2.41703, 0.60311, 0.25687], [-3.95685, 0.58014, -0.69012], [-1.68764, -0.56347, 0.02159], [-0.54435, -0.50304, 1.05191], [0.81420, -0.75526, 0.27665], [1.31590, 0.57511, -0.32849], [2.26163, 0.50610, -1.34098], [2.95564, -0.50011, -1.51811], [2.17540, 1.81054, -2.47251], [-0.48931, 0.55907, 1.44405], [-0.59639, -1.24533, 1.78196], [0.68768, -1.48588, -0.49612], [1.66824, -1.05207, 0.96952]], "atomic_forces_ev_per_a": [[-0.440, -0.648, -1.166], [-0.609, -1.003, -0.020], [1.326, -0.121, 0.452], [0.461, 2.516, 2.529], [2.322, 2.331, -3.491], [1.059, 1.668, 1.136], [-0.082, -0.573, -1.048], [-0.200, -4.442, 0.974], [-1.579, 3.172, 0.410], [0.074, 0.081, 0.599], [-0.196, -1.706, -0.177], [-0.836, -1.197, 1.091], [0.098, -0.236, -0.563], [-1.399, 0.157, -0.725]], "nbo_charge": [-0.545, 0.771, -0.049, -0.504, -0.122, -0.079, -0.542, 0.716, -0.561, 0.023, 0.257, 0.208, 0.215, 0.214], "e_homo_ha": -0.411, "lumo_energy_ev": 0.5, "smiles": "O=C(Cl)OCCOC(=O)Cl", "multiplicity": 1, "total_charge": 0, "energy_ha": -1376.14263, "e_above_lowest_kcal_mol": 0.00}

Record 2
{"formula": "C4H14N3", "method": "wB97M-V/def2-TZVPD", "species": ["C", "C", "C", "C", "N", "N", "N", "H", "H", "H", "H", "H", "H", "H", "H", "H", "H", "H", "H", "H", "H"], "positions_angstrom": [[-0.54618, 0.97182, -1.98416], [-0.12920, 1.43754, 1.34173], [-1.35707, 0.47597, -0.74405], [-0.38995, 0.08606, 0.64330], [1.44251, -1.62123, -0.39650], [1.05705, -0.74214, 1.12219], [0.70732, -1.65299, 1.97252], [-1.09178, 1.76181, -2.58495], [0.29789, 1.55460, -1.68720], [-0.29141, 0.26650, -2.68192], [0.63808, 1.90186, 0.77983], [-0.90280, 2.05215, 1.10986], [0.00512, 1.47304, 2.51908], [-1.98238, 1.11820, -0.28747], [-1.96282, -0.44449, -0.75325], [-1.09004, -0.42623, 1.15498], [1.56259, -0.97515, -1.18561], [2.32414, -2.10950, -0.42304], [-0.14083, -2.23526, 2.00283], [0.67491, -2.15022, -0.79966], [1.24878, -1.93362, 2.77283]], "atomic_forces_ev_per_a": [[-2.728, 2.638, 1.292], [1.498, -2.124, 2.166], [4.728, -4.095, -0.371], [1.693, 2.958, -0.386], [0.015, 1.179, -2.080], [-2.728, 0.167, -1.549], [-0.929, -0.967, 1.203], [0.020, -1.020, 0.726], [0.881, 0.033, 0.505], [0.717, -2.091, -1.413], [1.520, 0.524, 0.068], [-2.720, 1.688, -0.243], [0.105, -0.377, -2.629], [-1.760, 2.765, 1.273], [0.347, 0.202, -1.278], [-2.000, -2.128, 2.018], [0.127, 0.710, 0.540], [0.195, -0.741, 0.609], [-0.079, 0.977, -0.855], [-0.147, -0.854, 0.685], [1.244, 0.554, -0.280]], "nbo_charge": [-0.650, -0.641, -0.348, -0.020, -0.747, 0.014, -0.568, 0.249, 0.219, 0.215, 0.222, 0.222, 0.237, 0.219, 0.215, 0.159, 0.407, 0.417, 0.374, 0.401, 0.404], "e_homo_ha": -0.540, "lumo_energy_ev": -3.5, "multiplicity": 1, "total_charge": 1, "energy_ha": -324.63898, "e_above_lowest_kcal_mol": 141.73}